Molecular formula: C5H13ClN3
Method: DFT, ωB97M-V/def2-TZVPD

XYZ file:
```
22
Properties=species:S:1:pos:R:3:forces:R:3:nbo_charge:R:1
C 0.787 0.520 -1.711 -0.9 0.6 -0.9 0.01
C -0.898 0.480 -3.316 -0.1 0.9 -0.7 -0.41
C -0.977 0.960 3.106 -3.6 1.3 -0.8 -0.43
C 1.757 0.229 -0.866 0.4 -0.2 0.7 -0.37
C 0.047 -0.594 1.595 -1.2 0.5 0.8 0.39
N 0.209 -0.236 -2.677 0.2 0.5 1.0 -0.62
N 0.505 -1.758 1.355 2.4 -0.4 -4.0 -0.71
N -0.721 -0.354 2.608 -0.1 -1.8 2.4 -0.51
Cl 2.453 -1.430 -0.814 0.2 1.4 -0.5 -0.02
H 0.349 1.549 -1.710 0.7 -0.8 0.5 0.21
H -1.882 0.519 -2.690 1.8 -0.5 -1.2 0.21
H -1.006 0.045 -4.318 -0.6 0.2 0.4 0.23
H -0.549 1.573 -3.473 -0.8 -1.6 0.1 0.19
H -1.011 1.035 4.203 0.6 -0.1 -0.5 0.25
H -0.327 1.665 2.597 0.1 0.2 0.4 0.22
H -2.070 1.191 2.763 1.8 0.1 0.7 0.22
H 2.003 1.040 -0.182 0.9 -0.9 0.1 0.23
H 0.146 0.248 0.971 1.0 0.5 -1.0 0.23
H 1.078 -2.033 0.487 -1.0 1.2 1.4 0.44
H 0.260 -2.519 1.866 -0.9 -2.4 2.2 0.40
H 0.803 -0.987 -3.039 -1.0 0.4 -0.3 0.42
H -0.955 -1.143 3.245 0.2 0.9 -0.7 0.41
```
Positions in Å, forces in eV/Å.

Output
E_tot	-822.474922	hartree
LUMO energy	-2.96	eV
relative energy (zero: lowest compared OMol25 entry of this formula, charge and spin)	34.40	kcal/mol
charge	+1